Below is C18H14ClKPS as an isolated structure at a distorted geometry, with properties calculated with ωB97M-V/def2-TZVPD.

Its HOMO-LUMO gap is 3.3 eV. The relative energy (zero: lowest compared OMol25 entry of this formula, charge and spin) comes out at 5.5 kcal per mole. The calculation puts the HOMO energy at -0.046 Ha. As for the net charge: -1. Its electronic energy is -2493.97261 hartree. The calculation puts the lowest unoccupied orbital energy at 2.04 eV.

Cartesian coordinates (Å):
C: 1.02440 4.04040 2.48920
C: -0.41860 1.00310 5.38650
C: -0.76850 -1.35190 5.02220
P: 0.35600 -0.00800 2.87650
H: 4.39240 -1.24180 5.52890
C: 4.30810 -0.51790 2.21920
H: 4.93460 -0.49970 1.33960
H: 5.84840 -1.24630 3.52330
C: -0.99310 2.23320 1.91350
C: -0.33620 -0.11190 4.54420
H: 1.81850 4.74040 2.71260
H: 2.11160 2.35940 3.25170
H: -0.93220 1.73540 7.32060
C: 4.82320 -0.91880 3.45060
C: -0.15010 4.48030 1.89940
H: -1.78830 1.53190 1.66400
C: 2.12970 -0.09690 3.25640
C: -1.25310 -0.37860 7.16350
C: -0.87500 0.86500 6.68010
Cl: 2.31580 0.34810 0.62660
H: -0.27720 5.52950 1.66850
C: -1.21350 -1.48700 6.31930
H: -0.12510 1.97410 5.01310
C: 2.99190 -0.14880 2.13800
C: 3.98940 -0.92430 4.57450
H: -1.58850 -0.48370 8.18660
S: -3.32350 0.27850 0.08380
H: 2.03960 -0.55010 5.35600
C: 1.19010 2.70320 2.79490
H: -1.53150 -2.45280 6.69240
C: 0.17920 1.78900 2.51640
C: 2.67510 -0.53940 4.48050
H: -0.74180 -2.21320 4.36240
K: -0.60230 -0.63250 -0.00570
C: -1.15250 3.57180 1.60600
H: -2.06570 3.89960 1.13090


Below is a 9-piece molecular cluster, C39H78N6O15 overall at a distorted geometry, with properties calculated with ωB97M-V/def2-TZVPD.

Its HOMO-LUMO gap is 3.3 eV. The calculation puts the HOMO energy at -0.332 Ha. As for the net charge: +2. Its electronic energy is -2989.22582 hartree. The calculation puts the lowest unoccupied orbital energy at -5.71 eV.

Cartesian coordinates (Å):
O: -1.07161 -1.98325 4.21294
C: -1.46459 -3.20186 4.97694
H: 5.12592 -4.61432 0.18264
H: 2.16926 -0.87333 6.21878
H: -0.95175 4.71618 -5.71661
H: -4.69477 -0.56709 4.23574
H: 1.80951 -6.14871 0.16435
H: 0.41863 1.51193 2.35912
C: -5.48938 5.16226 -8.19334
H: 0.99567 -5.15254 -0.98943
O: 3.96011 4.64408 -2.35463
H: -1.42939 -4.02175 4.25956
H: -3.62609 -1.92496 3.89216
H: -3.13640 -1.14578 6.07576
H: 4.13872 -4.94131 -2.56618
C: -2.26807 -2.25723 0.24441
C: 3.97055 -6.83750 -1.61182
H: 1.04605 0.43748 -2.70171
H: 3.16327 -2.74494 0.20521
O: -3.56238 4.16726 3.95061
H: -2.12344 2.02602 1.10763
H: -1.82240 6.88597 -0.92554
H: 0.22531 3.16762 -0.93841
H: -0.74588 -3.45496 5.75635
H: 1.50561 -1.27205 -0.53932
C: -3.14274 6.42913 -3.08686
C: -2.91780 3.53099 2.97644
C: 4.23436 -2.09007 4.64806
H: -2.46957 -3.21948 5.39861
H: -3.64231 2.29670 -4.25198
C: -0.22227 1.38294 0.29826
H: -3.69625 6.87266 -2.27242
H: -0.57390 -0.72964 5.82363
H: 1.06045 -1.09169 -3.50781
H: -6.37777 5.02310 -10.60285
C: -2.91304 5.60526 -5.44548
C: -1.26245 -0.81797 4.98327
C: 2.43294 -2.55721 -1.86008
H: 3.68610 -4.72876 5.26603
H: -0.17535 0.76896 -0.60114
H: 2.18765 -2.85221 4.81567
O: -2.85467 -1.17977 0.21183
C: -3.63058 6.28014 -4.39597
C: -1.65656 5.11240 -5.00062
H: 5.78158 -1.70047 2.33859
C: 2.35323 -1.88610 6.57732
H: 0.73961 -3.33360 0.72070
H: 6.48321 -2.96603 3.33490
C: 3.40427 -5.48987 -1.97648
H: -1.66335 5.62685 -7.81479
H: 3.07441 -1.78404 7.38823
H: -4.63868 6.64558 -4.52471
H: 3.24418 -7.65021 -1.61278
H: 1.55149 2.46875 0.03117
O: -1.22993 1.51010 -2.82952
H: 4.31569 -7.45879 0.30961
H: -4.83218 4.18663 -11.02020
H: 1.16401 -1.61459 2.59220
H: -2.11658 0.64157 0.26391
H: -0.84234 -5.11580 1.61621
H: -3.68001 4.99987 3.48745
H: 5.56711 -3.32226 1.81742
C: 0.86948 -0.62604 -2.54096
H: -1.98931 2.03496 -0.57798
H: 1.48816 -2.41396 6.97871
H: 3.05571 -2.64935 -2.74989
H: 5.09744 -1.94200 5.29710
H: -2.64253 -2.12840 1.75817
N: -1.95009 5.87792 -2.76656
C: -3.65568 -0.84936 4.06628
C: 0.20120 0.72752 1.63418
H: -3.92045 1.04115 5.81933
C: 0.48713 2.70300 0.01221
H: 2.54420 -5.64081 -2.62886
C: -4.90714 5.28368 -6.95313
O: -1.74860 -2.74493 -0.76525
H: -0.18953 5.10302 -3.46531
H: -5.00720 6.00228 -11.18276
H: -0.60029 5.51597 -1.25490
H: -0.90665 -0.04617 4.30076
H: -3.26897 -0.22557 3.26040
O: -3.29762 2.16884 -2.42325
C: 3.04467 -2.69414 5.47037
C: 2.93465 4.90133 -1.66915
H: -6.54782 5.03937 -8.36946
C: 1.17862 -4.28402 1.02416
C: -1.24330 5.22900 -3.66555
O: -2.71582 2.12973 -4.43996
C: -2.75818 -0.55377 5.24235
C: -2.36783 1.94753 -3.17887
O: 1.43260 -0.01034 1.41249
H: -0.17398 -0.79696 -2.27624
N: 3.14611 -4.74009 -0.63117
N: -2.93826 0.86607 5.66202
H: -2.59198 1.55931 5.01424
H: -5.41723 4.99359 -6.04646
N: -4.73569 5.27053 -9.30009
C: 1.93636 -1.16542 -1.53490
H: 1.59073 -3.24474 -1.93807
H: -2.30583 5.18149 -0.90472
H: 1.52759 -0.10798 3.44908
H: -0.02864 -4.34952 2.72387
H: 3.95886 -1.10001 4.28475
N: -1.73969 1.57832 0.28763
C: 4.70569 -6.70633 -0.37581
N: 3.37510 -4.09478 5.98815
H: 0.59997 -5.99489 2.40375
O: 1.85973 5.24994 -2.19182
H: 4.69364 -7.07825 -2.39109
C: 5.62218 -2.70998 2.71752
H: -0.55423 0.10853 2.11821
O: 4.49794 -2.94805 3.51916
H: 5.77035 -6.91315 -0.48451
O: -3.12935 3.90623 1.79673
C: -3.37161 5.38465 -9.18904
O: -2.41354 -2.95431 1.32570
C: 0.19353 -5.08883 1.95435
C: -1.61590 5.90135 -1.34505
C: 3.36971 -3.18862 -0.76876
H: 2.78684 -1.04235 2.50538
C: 1.75398 -0.69858 2.56136
C: 4.30104 -5.32526 0.22984
C: -2.73524 5.56854 -7.93330
H: 2.67077 -4.53594 6.56208
C: -5.29116 5.09985 -10.64140
H: -2.40741 1.04929 6.50150
H: 4.21899 -4.04173 6.54054
H: 4.42475 -2.95299 -0.90837
H: -2.85342 5.69026 -10.08597
H: 3.99634 -5.28384 1.27557
H: 0.27148 3.57027 0.63626
C: -3.50710 5.47241 -6.81351
H: 1.98905 -3.95339 1.67378
H: 2.67375 -0.40605 -1.27469
C: 1.69762 -5.11302 -0.15648
O: -2.41218 2.42205 3.14392
H: 4.02086 4.65858 -0.40618
O: 3.06769 4.73774 -0.32376


Below is a 2-piece molecular cluster, CH7N6O3 overall at a distorted geometry, with properties calculated with ωB97M-V/def2-TZVPD.

Its HOMO-LUMO gap (spin up / spin down) is 6.9 / 8.2 eV. The calculation puts the HOMO energy (spin up / spin down) at -0.386 / -0.533 Ha. Its spin multiplicity is 3. As for the net charge: +1. Its expectation value of S² is 2.008. Its electronic energy is -595.93376 hartree. The calculation puts the lowest unoccupied orbital energy (spin up / spin down) at -3.62 / -6.25 eV.

Cartesian coordinates (Å):
H: -1.07086 -1.63766 -2.34716
N: 0.95885 0.82792 1.99797
N: 0.61995 0.97621 -1.40238
C: -2.19845 -1.17397 0.36020
N: 0.56181 0.48571 0.84193
H: -0.03134 1.70947 -1.44250
N: -0.66451 -1.37565 -1.52297
O: -2.70438 -1.15220 1.39583
H: 2.22640 1.39895 -0.04471
N: -1.73272 -1.08425 -0.74801
H: -0.05262 -0.04218 -1.52021
H: 1.23846 0.85658 -2.13902
H: -0.53059 -0.18143 2.63553
O: 2.01139 1.25841 2.36397
N: 1.38525 0.78179 -0.25053
H: -0.05280 -2.12202 -1.20830
O: 0.03614 0.47433 3.03036


Below is a 2-piece molecular cluster, CH2F3NO overall at a distorted geometry, with properties calculated with ωB97M-V/def2-TZVPD.

Its HOMO-LUMO gap (spin up / spin down) is 11.5 / 8.0 eV. The relative energy (zero: lowest compared OMol25 entry of this formula, charge and spin) comes out at 0.0 kcal per mole. The calculation puts the HOMO energy (spin up / spin down) at -0.399 / -0.422 Ha. Its spin multiplicity is 3. Its expectation value of S² is 2.010. Its electronic energy is -468.68710 hartree. The calculation puts the lowest unoccupied orbital energy (spin up / spin down) at 0.66 / -3.53 eV.

Cartesian coordinates (Å):
H: -1.35426 0.07990 0.87435
O: 0.70827 -0.69923 0.09205
C: 0.15143 0.45805 -0.16600
F: 2.26163 -1.42537 0.45536
F: 0.45784 1.32783 0.81597
H: -1.64481 -0.69133 -0.61949
F: 0.61526 0.90399 -1.33682
N: -1.19537 0.04617 -0.11543